i.
64
Properties=species:S:1:pos:R:3:lowdin_charge:R:1 method="wB97M-V/def2-TZVPD" homo_lumo_gap_ev="6.99 / 7.54" s2=8.756 lumo_energy_ha="-0.00340 / -0.00423" e_homo_ev="-7.08 / -7.65" multiplicity=6
I 2.798 3.663 -2.645 0.017
Sb -1.555 0.317 -2.291 1.574
Mn 2.232 1.295 -1.533 0.315
S 4.173 -0.590 -0.841 0.459
P 1.468 0.373 0.966 1.103
O 5.369 -1.208 -1.325 -0.277
O 4.232 0.873 -0.652 -0.419
O 2.939 -0.860 -1.621 -0.412
C -2.233 -1.134 1.945 -0.105
C -1.172 -0.263 1.738 -0.115
C 1.643 4.046 2.655 -0.066
C 4.732 -2.488 2.648 -0.060
C 1.696 2.965 1.783 -0.087
C 1.190 3.867 3.950 -0.077
C -1.091 -1.613 -3.028 -0.381
C 0.831 1.534 3.507 -0.109
C 3.881 -1.181 0.816 -0.259
C -0.912 -2.946 1.091 -0.071
C -2.282 -2.449 -3.476 -0.171
C -4.020 0.870 -4.218 -0.183
C 4.828 -2.049 1.334 -0.047
C 0.044 -0.733 1.245 -0.356
C -3.757 1.224 -0.312 -0.167
C -2.521 1.078 -4.052 -0.380
C 2.818 -0.721 1.605 -0.310
C 2.745 -1.178 2.916 -0.080
C 3.689 -2.049 3.442 -0.065
C -3.257 0.001 -1.068 -0.379
C 0.777 2.609 4.375 -0.075
C 1.307 1.696 2.202 -0.357
C -2.107 -2.478 1.624 -0.089
C 0.157 -2.084 0.908 -0.084
C 0.304 1.407 -2.533 -0.494
H -4.589 1.326 -3.406 0.058
H 2.051 3.133 0.768 0.068
H 1.149 4.707 4.631 0.105
H 0.468 0.571 3.840 0.095
H -4.048 2.028 -0.990 0.066
H -0.403 -1.419 -3.853 0.064
H -2.933 -3.156 1.790 0.106
H 1.954 5.022 2.311 0.111
H -2.971 -0.796 -0.386 0.024
H -1.960 -3.441 -3.794 0.073
H -2.276 2.141 -4.075 0.054
H 5.475 -3.167 3.044 0.109
H -3.980 -0.364 -1.794 0.047
H -4.374 1.322 -5.146 0.073
H -0.807 -3.991 0.829 0.108
H -3.163 -0.758 2.354 0.112
H 3.602 -2.382 4.468 0.107
H -2.994 1.623 0.356 0.058
H 0.374 1.108 -3.593 -0.035
H -2.801 -1.992 -4.318 0.057
H -1.285 0.784 1.993 0.103
H -0.521 -2.130 -2.255 0.049
H -4.631 0.978 0.293 0.077
H -4.291 -0.186 -4.254 0.056
H 1.089 -2.462 0.504 0.114
H 5.644 -2.365 0.700 0.111
H -3.011 -2.590 -2.676 0.063
H 0.408 2.469 5.382 0.105
H -1.968 0.616 -4.873 0.060
H 1.930 -0.859 3.550 0.091
H -0.080 2.433 -2.552 -0.080

ii.
64
Properties=species:S:1:pos:R:3:lowdin_charge:R:1 method="wB97M-V/def2-TZVPD" homo_lumo_gap_ev="5.55 / 7.54" s2=9.026 lumo_energy_ha="-0.03573 / -0.02332" e_homo_ev="-6.52 / -8.17" multiplicity=6
I -0.301 -4.936 1.167 0.305
Sb -1.258 -0.629 -2.033 1.477
Mn -0.730 -2.427 1.589 0.229
S -1.292 -1.579 3.801 0.485
P 0.647 -0.341 1.574 1.112
O -2.043 -1.245 2.571 -0.370
O -0.263 -2.569 3.429 -0.446
O -2.099 -1.919 4.928 -0.245
C 0.508 1.355 5.897 -0.051
C 4.051 -2.362 0.718 -0.064
C 2.744 -1.991 0.975 -0.088
C 0.659 0.711 -4.257 -0.228
C 1.422 1.856 4.980 -0.055
C 0.369 1.262 0.752 -0.364
C -2.148 -1.831 -4.888 -0.196
C 1.022 1.547 -0.446 -0.148
C -0.276 -0.168 4.227 -0.260
C -0.664 3.431 0.693 -0.070
C 3.425 0.303 1.185 -0.101
C -3.253 0.104 -1.490 -0.411
C 1.496 1.335 3.701 -0.065
C 0.862 2.784 -1.044 -0.087
C -0.737 1.038 -3.812 -0.310
C 0.644 0.304 3.302 -0.311
C -1.963 -2.196 -3.427 -0.403
C -1.183 -2.343 -0.466 -0.505
C 0.026 3.730 -0.470 -0.075
C 5.052 -1.403 0.721 -0.074
C 4.733 -0.074 0.943 -0.072
C -4.033 0.672 -2.660 -0.194
C -0.336 0.326 5.516 -0.042
C 2.421 -0.659 1.234 -0.333
C -0.499 2.200 1.302 -0.079
H 2.085 2.662 5.262 0.109
H 3.191 1.351 1.296 0.096
H 1.347 0.736 -3.413 0.039
H -2.912 -2.540 -3.011 0.051
H -1.032 1.979 2.218 0.114
H -0.548 -3.016 -1.062 -0.090
H -4.250 -0.103 -3.391 0.053
H 2.213 1.738 3.003 0.094
H -2.214 -2.751 -0.505 -0.028
H 5.509 0.676 0.921 0.106
H -1.325 4.161 1.137 0.107
H 1.010 1.421 -5.009 0.071
H -2.477 -2.711 -5.441 0.069
H -3.472 1.462 -3.153 0.051
H -1.245 -3.013 -3.341 0.042
H -0.081 4.704 -0.925 0.105
H -3.125 0.857 -0.715 0.037
H -1.221 -1.478 -5.334 0.050
H 6.077 -1.686 0.532 0.106
H -4.982 1.086 -2.321 0.068
H 1.936 -2.730 0.953 0.043
H 1.398 3.010 -1.954 0.108
H -2.903 -1.058 -5.012 0.050
H -1.470 0.928 -4.599 0.031
H -3.779 -0.744 -1.051 0.047
H -0.813 2.009 -3.335 0.025
H 0.697 -0.287 -4.691 0.053
H 1.687 0.809 -0.875 0.098
H 0.455 1.764 6.894 0.109
H -1.043 -0.127 6.195 0.115
H 4.284 -3.395 0.514 0.110

Computed energies relative to the best structure, in hartree: i 0.0000; ii 0.0787

i.
12
Properties=species:S:1:pos:R:3:lowdin_charge:R:1 method="wB97M-V/def2-TZVPD" homo_lumo_gap_ev=7.82 total_charge=-1 lumo_energy_ha=0.14040 e_homo_ev=-4.00
O -2.392 -0.683 0.866 -0.050
O 2.025 2.288 -0.558 -0.072
O -2.469 0.324 -1.196 -0.120
N -0.487 -0.354 -0.285 -0.115
C 0.311 -1.182 0.592 -0.200
C -1.983 -0.261 -0.191 -0.820
H 0.904 -1.902 -0.121 0.072
H -0.209 0.114 -1.197 0.108
H 1.271 1.738 -0.868 0.034
H 0.964 -0.373 1.227 0.079
H 2.258 2.151 0.342 0.003
H -0.194 -1.860 1.388 0.081

ii.
12
Properties=species:S:1:pos:R:3:lowdin_charge:R:1 method="wB97M-V/def2-TZVPD" homo_lumo_gap_ev=8.89 total_charge=-1 lumo_energy_ha=0.15955 e_homo_ev=-4.55
O 1.256 1.647 0.759 -0.106
O -0.359 -0.884 -0.861 -0.113
O 1.759 -0.546 0.795 -0.137
N -2.603 -0.153 -1.035 -0.007
C -1.478 -0.394 -0.152 -0.383
C 2.027 0.680 0.794 -0.656
H 0.431 -0.763 -0.270 0.020
H -1.804 -1.137 0.569 0.101
H -1.210 0.549 0.317 0.101
H -2.315 0.482 -1.765 0.051
H 3.112 0.929 0.753 0.085
H -2.878 -1.012 -1.487 0.044

Computed energies relative to the best structure, in hartree: i 0.0352; ii 0.0000

i.
130
Properties=species:S:1:pos:R:3:lowdin_charge:R:1 method="wB97M-V/def2-TZVPD" homo_lumo_gap_ev=10.54 smiles="C[C@H]1COC(=O)O1.C[C@H]1COC(=O)O1.C[C@H]1COC(=O)O1.C[C@H]1COC(=O)O1.C[C@H]1COC(=O)O1.C[C@H]1COC(=O)O1.C[C@H]1COC(=O)O1.C[C@H]1COC(=O)O1.C[C@H]1COC(=O)O1.C[C@H]1COC(=O)O1" lumo_energy_ha=0.00358 e_homo_ev=-10.44
O -7.186 11.197 5.447 0.124
O 9.031 -6.048 -1.061 0.063
O -6.183 0.225 -2.172 0.078
O 2.004 2.883 -7.593 0.121
O 6.961 -10.469 6.521 0.077
O 1.904 -1.074 0.820 0.104
O 2.847 0.946 -7.018 0.155
O -1.644 -8.741 -6.260 0.089
O -0.860 11.314 -4.259 0.108
O -1.260 9.398 -3.242 0.177
O 1.280 -0.031 2.601 0.100
O 9.062 -0.571 8.555 0.092
O -8.550 -3.658 2.524 0.114
O -6.824 -3.054 3.995 0.092
O 9.799 -7.085 -2.916 0.147
O 2.723 -1.771 2.851 0.075
O 7.787 0.531 6.959 0.052
O -9.022 -2.756 4.383 0.103
O 7.038 -11.223 8.622 0.056
O 0.673 1.486 -6.750 0.105
O -3.065 -7.204 -6.782 0.103
O -6.151 9.897 4.002 0.141
O -7.725 1.468 -3.109 0.111
O -0.508 11.149 -2.118 0.074
O -5.016 11.426 4.948 0.090
O 7.502 -12.659 6.920 0.156
O 9.850 1.273 7.403 0.066
O -6.764 2.298 -1.308 0.136
O -1.433 -6.584 -5.434 0.130
O 7.648 -7.113 -2.369 0.099
C 8.886 -6.748 -2.213 -0.596
C -0.927 10.525 -3.221 -0.632
C 0.471 2.064 1.819 -0.020
C 1.903 1.681 -7.136 -0.626
C 6.742 -9.366 7.288 -0.136
C 8.939 0.307 7.664 -0.471
C -6.197 10.803 4.840 -0.644
C 1.987 -1.034 2.125 -0.549
C -4.046 10.816 4.169 -0.337
C 6.515 -9.882 8.727 -0.303
C -8.040 -3.190 3.670 -0.523
C 7.223 -9.128 9.815 -0.036
C -4.833 9.641 3.526 -0.043
C -0.196 12.517 -3.988 -0.321
C -10.585 -4.789 2.148 -0.026
C -0.180 12.506 -2.437 -0.074
C 10.281 2.420 5.414 -0.015
C 7.810 -6.073 -0.347 -0.099
C 7.874 1.803 6.247 -0.053
C 0.465 0.561 1.605 -0.327
C -3.620 -8.356 -7.314 -0.315
C -2.881 10.385 5.060 -0.015
C -9.920 -3.460 2.471 -0.360
C 9.308 2.273 6.604 -0.324
C 7.196 -11.562 7.298 -0.509
C -7.794 0.698 -5.431 0.010
C -4.004 -7.961 -8.755 -0.011
C -10.279 -2.939 3.816 -0.103
C 5.803 -7.618 -0.899 -0.012
C 6.783 -6.567 -1.359 -0.296
C -6.439 -0.341 -3.420 -0.134
C 1.145 0.055 0.394 -0.091
C -1.967 -7.423 -6.153 -0.551
C 0.505 4.210 -8.904 -0.006
C 0.823 3.583 -7.541 -0.346
C -7.677 0.331 -3.898 -0.326
C -6.882 1.398 -2.120 -0.551
C -2.495 -9.349 -7.161 -0.128
C -0.990 13.685 -4.525 -0.021
C -0.158 2.564 -7.021 -0.097
H 7.166 -9.576 10.807 0.087
H 7.976 -6.787 0.459 0.133
H 0.382 -0.264 -0.316 0.142
H -0.948 13.166 -2.035 0.130
H -6.861 1.134 -5.790 0.086
H -4.501 -8.616 -6.728 0.157
H -4.781 -8.601 -9.173 0.083
H -2.075 -9.592 -8.137 0.136
H -3.196 9.782 5.912 0.097
H 9.231 3.145 7.253 0.151
H -6.595 -1.393 -3.178 0.139
H -0.707 2.847 -6.123 0.141
H -10.340 -2.756 1.753 0.155
H 6.345 -8.303 -0.247 0.088
H -2.367 11.323 5.269 0.086
H -10.344 -5.662 2.754 0.094
H 7.642 -8.752 7.329 0.134
H 0.191 3.434 -9.602 0.088
H -1.968 13.608 -4.049 0.090
H 10.128 1.710 4.602 0.085
H 5.449 -8.260 -1.706 0.089
H 0.818 12.699 -2.042 0.134
H 7.889 1.573 5.181 0.121
H 6.761 -8.152 9.955 0.088
H -0.573 0.247 1.719 0.158
H 8.266 -8.869 9.634 0.089
H 1.827 0.757 -0.085 0.144
H 7.616 -5.073 0.039 0.137
H 10.298 3.435 5.018 0.081
H -0.659 14.645 -4.129 0.091
H 7.065 2.496 6.473 0.131
H 0.079 2.432 2.767 0.087
H -3.158 -7.920 -9.441 0.085
H 6.372 -5.687 -1.854 0.156
H -0.866 2.305 -7.807 0.134
H -8.673 1.337 -5.505 0.081
H -5.549 -0.298 -4.048 0.139
H -10.884 -3.576 4.462 0.143
H 1.511 2.390 1.824 0.089
H -4.347 -6.926 -8.766 0.085
H -4.488 8.672 3.885 0.133
H -11.671 -4.717 2.092 0.088
H -8.126 -0.210 -5.935 0.079
H -3.752 11.506 3.379 0.151
H -0.317 4.870 -8.629 0.088
H 11.296 2.198 5.746 0.084
H 0.974 4.379 -6.812 0.155
H 5.878 -8.756 7.026 0.141
H -8.520 -0.295 -3.605 0.153
H -10.244 -5.001 1.135 0.084
H -2.933 -10.243 -6.718 0.138
H 1.313 4.799 -9.338 0.088
H -10.768 -1.980 3.651 0.139
H -4.673 9.663 2.448 0.135
H 4.928 -7.194 -0.406 0.091
H 0.838 12.461 -4.329 0.154
H 5.514 -10.177 9.042 0.155
H -2.194 9.792 4.455 0.083
H -1.100 13.686 -5.610 0.090
H -0.043 2.649 1.056 0.089

ii.
130
Properties=species:S:1:pos:R:3:lowdin_charge:R:1 method="wB97M-V/def2-TZVPD" homo_lumo_gap_ev=10.64 smiles="C[C@H]1COC(=O)O1.C[C@H]1COC(=O)O1.C[C@H]1COC(=O)O1.C[C@H]1COC(=O)O1.C[C@H]1COC(=O)O1.C[C@H]1COC(=O)O1.C[C@H]1COC(=O)O1.C[C@H]1COC(=O)O1.C[C@H]1COC(=O)O1.C[C@H]1COC(=O)O1" lumo_energy_ha=0.00281 e_homo_ev=-10.56
O 6.717 0.650 -1.103 0.065
O -0.786 2.920 3.847 0.153
O 5.548 3.929 5.930 0.061
O -1.878 1.081 0.520 0.054
O 2.277 -5.226 -2.532 0.021
O 6.161 -0.812 0.652 0.126
O 2.396 -5.157 -4.774 0.042
O -1.435 -6.959 0.126 0.118
O -2.252 -5.025 0.073 0.124
O -5.954 1.452 0.899 0.085
O 3.087 -4.286 3.202 0.086
O -2.536 4.322 3.512 0.063
O 4.627 0.219 -0.601 0.071
O -4.288 4.342 -3.281 0.067
O 1.324 -3.047 3.674 0.170
O 3.630 2.788 4.859 0.042
O -1.914 3.244 0.306 0.114
O -0.529 5.113 3.307 0.107
O 4.332 4.772 4.256 0.077
O -1.134 -0.799 -3.757 0.099
O -2.749 -6.460 -1.507 0.171
O -5.691 -0.366 -0.389 0.248
O 0.097 2.141 0.765 0.059
O -2.311 4.061 -4.043 0.059
O 1.454 -7.068 -3.932 0.087
O 1.039 -1.064 -3.901 0.106
O -0.428 -2.585 -4.761 0.126
O -4.359 0.044 1.226 0.104
O 1.485 -3.978 1.650 0.051
O -4.029 3.819 -5.453 0.175
C -3.621 4.083 -4.381 -0.612
C -2.434 -4.280 2.344 -0.008
C -1.051 7.050 2.237 -0.005
C -2.339 -1.490 -4.233 -0.016
C -1.546 5.738 -2.659 -0.033
C -5.324 0.303 0.433 -0.655
C -3.484 4.286 -2.038 -0.021
C -2.477 -3.993 -4.100 0.014
C 1.971 -5.925 -3.708 -0.408
C 0.352 0.717 1.026 -0.047
C -1.743 -2.768 -4.690 -0.413
C 2.499 -4.671 0.944 -0.086
C 2.484 3.381 4.274 -0.099
C -1.230 -6.454 1.473 -0.006
C 2.845 -3.955 -2.828 -0.098
C -1.607 -4.950 1.272 -0.333
C -6.166 2.614 3.032 -0.008
C -1.003 -0.006 0.995 -0.226
C 3.329 -6.547 2.480 -0.035
C -1.229 2.256 0.463 -0.531
C -1.236 3.992 3.532 -0.523
C -5.266 2.031 2.010 -0.367
C -1.371 -1.230 0.136 0.010
C 3.540 -5.094 2.069 -0.250
C -2.830 5.651 3.407 -0.110
C -1.423 6.131 3.407 -0.382
C 4.679 0.583 -1.968 -0.321
C -2.217 -6.169 -0.492 -0.711
C 3.353 -3.062 -5.254 -0.005
C -4.484 0.863 2.357 -0.131
C 3.288 1.290 -2.195 0.017
C 5.855 1.446 -1.919 -0.119
C 3.401 -4.260 -4.246 -0.278
C -2.060 4.325 -2.690 -0.323
C -0.091 -1.500 -4.025 -0.576
C 3.564 4.215 2.088 -0.006
C 1.888 -3.737 2.900 -0.590
C 4.524 3.844 5.142 -0.438
C 5.870 -0.032 -0.253 -0.534
C 3.177 4.559 3.532 -0.314
H 3.695 -3.389 -6.236 0.089
H -1.776 7.855 2.113 0.085
H -0.750 -4.287 1.149 0.122
H -1.335 6.654 4.359 0.159
H -0.146 7.627 2.426 0.086
H -3.113 -4.410 -4.881 0.091
H -3.080 -1.519 -3.435 0.140
H 4.812 -0.293 -2.604 0.159
H 4.394 4.888 1.876 0.084
H 2.546 0.515 -2.004 0.068
H 0.789 0.636 2.021 0.132
H -3.684 5.225 -1.522 0.123
H -3.374 -4.786 2.563 0.089
H -2.181 6.494 -3.120 0.102
H -4.486 2.713 1.672 0.147
H 3.664 -7.359 1.835 0.092
H 3.563 -3.594 -2.092 0.125
H -1.899 -4.276 3.293 0.092
H -5.564 2.739 3.932 0.094
H 1.834 3.541 5.134 0.134
H 1.066 0.311 0.310 0.125
H -1.004 6.484 1.306 0.089
H -1.777 -6.902 2.303 0.137
H 5.802 2.400 -1.394 0.145
H 1.939 2.851 3.493 0.117
H 2.851 4.410 1.287 0.083
H -3.084 -3.637 -3.268 0.076
H 4.001 -2.348 -4.746 0.074
H 3.922 -6.616 3.391 0.084
H -3.185 5.985 2.432 0.138
H 6.269 1.660 -2.904 0.146
H 4.551 -4.920 1.700 0.153
H 2.720 5.536 3.692 0.156
H -0.149 -6.560 1.569 0.119
H -6.547 3.609 2.801 0.086
H 3.306 2.059 -1.423 0.077
H -5.045 0.321 3.118 0.147
H -0.518 5.764 -3.021 0.090
H -3.810 3.439 -1.435 0.118
H 2.270 -5.566 0.365 0.131
H -3.532 1.150 2.805 0.142
H 4.031 3.234 2.002 0.091
H 3.117 -4.034 0.312 0.115
H -3.448 5.837 4.285 0.152
H -1.419 -1.254 -0.953 0.077
H 2.145 -3.121 -2.891 0.111
H -1.134 -0.183 2.063 0.150
H -1.925 -3.055 -5.725 0.149
H 4.375 -4.749 -4.279 0.151
H -1.249 3.693 -2.329 0.146
H -2.323 -1.662 0.444 0.074
H -1.730 -4.699 -3.738 0.087
H 2.383 -2.567 -5.208 0.058
H 3.164 1.845 -3.124 0.088
H -1.507 5.947 -1.590 0.073
H -2.614 -1.000 -5.167 0.147
H -2.773 -3.268 2.121 0.072
H -0.581 -1.978 0.198 0.074
H 2.349 -6.759 2.907 0.086
H -7.102 2.072 3.169 0.098

Computed energies relative to the best structure, in hartree: i 0.0000; ii 0.0919